1.
The following is a quantum chemistry calculation of a cluster of 2 separate species, C4H13N2O2 in total in a non-equilibrium geometry, from the OMol25 dataset.

XYZ file:
```
21
Properties=species:S:1:pos:R:3:forces:R:3
O 2.409771 -1.325894 0.181640 0.06 -0.53 0.23
O -1.368851 0.873003 2.577667 0.22 0.08 -0.01
N -1.454308 -0.575176 0.292853 -0.11 0.73 0.77
N -0.614595 -0.652114 -2.245663 -0.11 0.56 -0.19
C -0.213744 1.140192 2.309692 -0.46 -0.10 0.15
C -0.671106 0.618959 -0.133577 0.49 1.34 0.00
C -0.011640 0.473703 -1.516905 0.26 -1.32 0.33
C 0.356106 0.875191 0.951127 0.79 -0.35 0.43
H -2.219165 -0.828817 -0.324986 0.31 -0.31 -0.42
H -1.308164 1.501724 -0.120779 -0.63 -0.33 -0.09
H -1.842899 -0.296894 1.218611 0.08 -0.05 -0.07
H -1.232248 -0.316549 -2.974472 -0.09 -0.09 -0.02
H 2.250169 -2.139957 -0.318648 0.19 0.18 0.10
H 1.089567 1.632929 0.662241 -0.26 0.15 -0.04
H 0.461940 1.506404 3.099540 -0.01 0.10 -0.13
H 0.009386 1.421613 -2.034424 -0.33 0.28 -0.18
H 3.014228 -1.598465 0.894065 -0.18 0.14 -0.37
H 0.102865 -1.187290 -2.711929 0.02 -0.06 -0.07
H -0.784396 -1.324244 0.450257 -0.31 -0.49 -0.33
H 1.029465 0.216670 -1.348727 0.20 -0.03 0.07
H 0.997627 -0.014980 1.092426 -0.11 0.12 -0.16
```
Forces are in eV/Å.

LUMO level in eV: -3.1
Charge: +1
Gap between HOMO and LUMO in eV: 11.02
HOMO in eV: -14.1

Here are the Mulliken charges for atoms 1 to 6, given in e: atom 1 (O): -0.6173, atom 2 (O): -0.5400, atom 3 (N): -0.2191, atom 4 (N): -0.5810, atom 5 (C): 0.0817, atom 6 (C): 0.0885

=====

2.
The following is a quantum chemistry calculation of a cluster of 2 separate species, C4H13N2O2 in total in a non-equilibrium geometry, from the OMol25 dataset.

XYZ file:
```
21
Properties=species:S:1:pos:R:3:forces:R:3
O 0.905430 3.026094 0.196961 0.63 -1.21 0.20
O -1.169888 0.548568 -0.181830 0.56 -0.48 -0.48
N -2.435856 -0.904724 0.868610 -2.12 -0.66 1.97
N 1.244259 0.529483 -1.321242 -0.69 -1.51 0.57
C 1.783711 -0.221682 -0.029875 0.35 1.19 -0.45
C -1.353441 -0.633960 0.161710 -0.73 1.92 0.45
C 1.038038 -1.462020 0.405691 -0.48 -1.86 0.29
C -0.413445 -1.714929 -0.059306 0.78 -3.13 -1.61
H -0.418838 -2.110606 -1.136894 -0.16 0.93 1.23
H 1.396011 1.508353 -1.089378 0.01 0.68 -0.28
H -0.799485 -2.608971 0.514118 0.66 0.84 -0.58
H -2.708931 -1.814809 1.316745 0.79 1.40 -0.97
H 0.302959 2.569163 0.807150 -0.10 0.63 -0.41
H 1.690132 0.483201 0.808151 -0.19 0.31 -0.76
H 0.488212 3.796912 -0.171689 -0.54 0.42 0.04
H 0.178242 0.423687 -1.347488 0.93 0.38 0.62
H 2.882244 -0.311622 -0.147478 -0.76 -0.41 -0.21
H 0.909949 -1.475169 1.497803 0.65 0.42 -0.16
H 1.598076 0.261703 -2.263622 0.26 0.15 1.17
H -2.969788 -0.081543 1.195611 0.35 -0.85 -0.55
H 1.578879 -2.415373 0.195024 -0.19 0.86 -0.08
```
Forces are in eV/Å.

LUMO level in eV: -2.9
Charge: +1
Gap between HOMO and LUMO in eV: 11.47
HOMO in eV: -14.4

Here are the Mulliken charges for atoms 1 to 6, given in e: atom 1 (O): -0.6633, atom 2 (O): -0.7286, atom 3 (N): -0.4282, atom 4 (N): -0.2832, atom 5 (C): -0.4833, atom 6 (C): 0.9263

=====

3.
The following is a quantum chemistry calculation of a cluster of 2 separate species, C4H13N2O2 in total in a non-equilibrium geometry, from the OMol25 dataset.

XYZ file:
```
21
Properties=species:S:1:pos:R:3:forces:R:3
O -1.042066 1.570410 1.704064 -1.82 0.42 0.80
O -1.296913 -0.739160 0.866463 -0.43 -1.38 -0.49
N -0.277042 0.782697 -1.107745 -1.95 0.70 0.79
N 0.217676 -2.401222 0.728169 1.61 -4.00 1.72
C 0.610241 -0.251299 -0.582821 1.36 -5.36 -0.90
C 1.801838 0.247886 0.197839 0.80 -0.26 0.72
C 0.277200 1.381570 -2.373890 -0.37 4.72 0.50
C -0.289182 -1.260356 0.422711 0.53 4.92 -1.65
H 2.567973 0.847564 -0.304879 -0.76 0.48 -0.38
H -1.784259 2.211836 1.862744 1.21 -0.48 -0.20
H -1.246994 0.393547 -1.361624 1.71 0.40 0.82
H 1.088458 -1.001051 -1.445004 -1.73 2.23 1.63
H -0.296534 -2.977411 1.436155 0.62 0.85 -0.97
H -0.492293 1.413548 -0.182314 0.31 -0.98 -2.15
H 1.315946 1.747929 -2.232065 -0.55 -0.86 0.07
H 1.420674 0.757865 1.097293 0.60 -0.16 -0.10
H -0.254488 2.432701 -2.644919 0.72 -2.68 0.82
H 0.166407 0.743587 -3.216725 -0.05 -0.82 -0.31
H 2.477529 -0.616535 0.437874 -1.07 0.47 0.32
H -1.441007 0.737748 2.083823 0.83 0.99 -0.85
H 1.205403 -2.718460 0.579422 -1.59 0.79 -0.19
```
Forces are in eV/Å.

LUMO level in eV: -2.9
Charge: +1
Gap between HOMO and LUMO in eV: 11.07
HOMO in eV: -14.0

Here are the Mulliken charges for atoms 1 to 6, given in e: atom 1 (O): -0.6408, atom 2 (O): -0.6599, atom 3 (N): -0.1054, atom 4 (N): -0.3623, atom 5 (C): -0.2327, atom 6 (C): -1.1852

=====

4.
The following is a quantum chemistry calculation of a cluster of 2 separate species, C4H13N2O2 in total in a non-equilibrium geometry, from the OMol25 dataset.

XYZ file:
```
21
Properties=species:S:1:pos:R:3:forces:R:3
O 1.391582 -0.330165 2.499759 -0.32 -0.09 -0.94
O 0.149303 -1.902243 -1.738333 -0.04 0.45 -0.07
N -1.908594 -0.236501 -0.866427 1.50 -1.09 2.66
N 2.103066 -1.509736 -0.748896 -1.07 -0.22 -0.65
C 0.465724 0.359237 -0.924209 -0.30 -0.66 -0.69
C -0.686836 0.377678 0.088125 -0.69 -0.78 -1.09
C -1.239309 1.689047 0.577030 1.40 0.47 0.01
C 0.937135 -1.089446 -1.156369 1.31 -0.19 0.85
H -0.784891 1.960456 1.536987 0.13 -0.11 -0.25
H 2.733922 -0.931451 -0.211376 0.08 -0.04 0.05
H -2.243257 0.558381 -1.415762 0.04 -0.53 -0.62
H -2.269255 1.483967 0.821573 -0.57 0.68 -0.19
H -2.673948 -0.566308 -0.264880 -0.05 0.35 -0.02
H 2.200496 0.191631 2.476544 -0.11 0.06 0.67
H -1.559335 -1.129149 -1.302564 -0.82 1.39 -0.42
H -0.418655 -0.238208 0.961517 -0.62 -0.47 -0.54
H 1.368259 0.905134 -0.673372 -0.04 0.30 0.29
H -0.984009 2.494513 -0.136177 -0.91 -0.17 0.33
H 0.974069 -0.255565 3.364861 0.41 0.12 0.15
H 0.133743 0.650088 -1.927348 0.07 0.55 0.18
H 2.310792 -2.481360 -0.960683 0.60 -0.01 0.29
```
Forces are in eV/Å.

Spin multiplicity: 2
LUMO level (spin up / spin down) in eV: -8.2 / -13.3
Charge: +2
Gap between HOMO and LUMO (spin up / spin down) in eV: 10.59 / 5.47
HOMO (spin up / spin down) in eV: -18.8 / -18.8

Here are the Mulliken charges for atoms 1 to 6, given in e: atom 1 (O): -0.6177, atom 2 (O): -0.2658, atom 3 (N): -0.3566, atom 4 (N): -0.2241, atom 5 (C): -0.8808, atom 6 (C): 0.0929

=====

5.
The following is a quantum chemistry calculation of a cluster of 2 separate species, C4H13N2O2 in total in a non-equilibrium geometry, from the OMol25 dataset.

XYZ file:
```
21
Properties=species:S:1:pos:R:3:forces:R:3
O -2.210253 0.165573 0.599709 0.47 -1.07 1.40
O -0.778018 -0.746201 2.067711 -0.19 -0.02 0.66
N -3.014596 -0.756080 2.537684 1.28 0.35 1.30
N 0.692781 -0.339703 -0.335262 -0.19 -0.43 0.56
C 3.090836 1.194740 -2.911484 -0.16 0.06 -0.06
C 1.617018 -0.290190 -1.529147 0.31 0.33 -0.31
C 2.081046 1.142162 -1.764337 -0.25 -0.21 -0.05
C -1.937539 -0.464825 1.758616 -1.70 0.92 -2.13
H -3.852561 -0.171851 2.492512 -0.12 -0.02 -0.06
H 1.063697 -0.701221 -2.371336 0.01 0.02 -0.02
H 3.954626 0.567039 -2.679737 -0.05 0.06 -0.13
H 2.635484 0.865811 -3.851046 0.12 -0.05 0.15
H -2.791892 -1.087642 3.484681 -0.24 -0.55 -0.13
H -0.174444 0.189713 -0.437112 0.25 0.35 -0.41
H 1.163808 0.009412 0.503006 0.12 0.10 -0.10
H -3.167726 0.101698 0.443052 -0.04 0.34 -0.60
H 0.387399 -1.291343 -0.116673 0.33 -0.13 -0.20
H 2.533809 1.530306 -0.848646 0.05 0.01 0.04
H 1.195456 1.747464 -1.977017 0.10 0.17 -0.10
H 2.461473 -0.938634 -1.304469 -0.08 -0.12 0.09
H 3.441129 2.215918 -3.068948 -0.02 -0.10 0.10
```
Forces are in eV/Å.

Spin multiplicity: 2
LUMO level (spin up / spin down) in eV: -8.2 / -14.5
Charge: +2
Gap between HOMO and LUMO (spin up / spin down) in eV: 10.07 / 3.75
HOMO (spin up / spin down) in eV: -18.3 / -18.3

Here are the Mulliken charges for atoms 1 to 6, given in e: atom 1 (O): -0.4011, atom 2 (O): -0.2146, atom 3 (N): -0.1923, atom 4 (N): -0.3284, atom 5 (C): -1.3001, atom 6 (C): -0.7140

=====

Values of ΔE to the lowest compared entry with this formula, charge and spin, in order: 43.03; 25.22; 56.60; 17.35; 15.23, all in kcal/mol.